*i*
A cluster of 11 separate species, C11H44N22O11 in total. Source: OMol25; level of theory: wB97M-V/def2-TZVPD.

Last column: Mulliken charge in e.
CARTESIAN COORDINATES (ANGSTROEM)
C1 2.23970 3.42292 -1.87734  0.486
O1 2.32147 3.06294 -0.77195  -0.703
N1 1.24944 3.31251 -2.75897  -0.282
N2 3.28185 4.08876 -2.37236  -0.510
H1 0.47721 2.74097 -2.44736  0.149
H2 1.07992 3.91414 -3.55232  0.198
H3 4.16051 4.12326 -1.87550  0.214
H4 3.33238 4.32173 -3.35382  0.181
C2 -4.35162 -2.79587 -2.86865  0.730
O2 -3.74739 -2.01636 -2.20051  -0.760
N3 -5.08330 -2.50474 -3.90731  -0.421
N4 -4.17292 -4.06290 -2.88384  -0.397
H5 -5.14928 -3.24002 -4.59659  0.156
H6 -5.16315 -1.51812 -4.10804  0.210
H7 -4.66848 -4.65327 -3.53652  0.134
H8 -3.58021 -4.44938 -2.16313  0.224
C3 2.50035 5.04828 2.52111  0.768
O3 1.50018 4.41163 2.84790  -0.687
N5 3.16138 4.82457 1.40616  -0.322
N6 3.02408 5.98752 3.18375  -0.373
H9 2.64941 4.27100 0.73419  0.169
H10 3.95362 5.34421 1.05626  0.215
H11 3.77842 6.43545 2.68333  0.145
H12 2.57910 6.33262 4.02220  0.263
C4 2.47401 -2.31615 -1.85043  0.679
O4 1.98476 -2.06266 -2.96286  -0.767
N7 2.87192 -3.46977 -1.51529  -0.342
N8 2.79032 -1.41920 -0.96581  -0.151
H13 2.61072 -4.25890 -2.08901  0.272
H14 3.31000 -3.39469 -0.60835  0.132
H15 3.25443 -1.71753 -0.11981  0.088
H16 2.55228 -0.47093 -1.21924  0.014
C5 -0.21415 0.52700 -0.65472  0.547
O5 -0.38085 0.94649 -1.80567  -0.812
N9 0.45559 1.17947 0.25940  0.303
N10 -0.79679 -0.55586 -0.26764  0.094
H17 0.93006 2.05714 0.10238  -0.058
H18 0.50588 0.80906 1.19768  -0.069
H19 -1.38809 -0.89842 -1.01136  0.119
H20 -0.75382 -1.00778 0.63459  -0.056
C6 -0.65401 -2.01423 -5.01317  0.529
O6 -0.00091 -2.96852 -5.27678  -0.712
N11 -0.63848 -1.29717 -3.94175  0.147
N12 -1.59112 -1.70307 -5.87102  -0.373
H21 0.03201 -1.56533 -3.23560  0.015
H22 -1.10352 -0.40068 -3.93045  0.066
H23 -2.33717 -1.09408 -5.56667  0.224
H24 -1.66378 -2.39830 -6.60005  0.211
C7 3.68986 0.89423 1.99249  0.223
O7 4.46677 0.12709 2.60785  -0.740
N13 2.65163 1.44697 2.43329  0.126
N14 3.90840 0.96109 0.68821  -0.014
H25 2.41208 1.20789 3.38490  0.214
H26 2.60738 2.40829 2.12671  -0.217
H27 4.73281 0.45389 0.39979  0.255
H28 3.57162 1.74078 0.14161  0.104
C8 -1.73289 0.39825 2.94219  0.579
O8 -0.88568 -0.38131 2.64559  -0.351
N15 -1.73807 1.32265 3.85197  -0.398
N16 -2.93958 0.32857 2.41352  -0.380
H29 -1.07538 1.63350 4.54790  0.190
H30 -2.57290 1.89112 3.85346  0.115
H31 -3.61667 0.95744 2.82115  0.109
H32 -3.18405 -0.44474 1.81158  0.236
C9 2.34479 -1.91835 4.54688  0.553
O9 3.31003 -2.40159 4.92626  -0.644
N17 1.34904 -1.82377 5.34056  -0.407
N18 2.12478 -1.54418 3.31233  -0.096
H33 0.44080 -1.68880 4.91988  0.197
H34 1.47249 -2.38555 6.17078  0.265
H35 2.79891 -1.59766 2.56214  0.035
H36 1.26346 -1.06155 3.09947  0.094
C10 -2.55118 -3.07050 4.53032  0.589
O10 -3.58366 -2.59209 4.17505  -0.659
N19 -1.43836 -2.84130 3.89844  -0.339
N20 -2.40454 -3.93922 5.48272  -0.389
H37 -1.45689 -2.24931 3.08033  -0.016
H38 -0.58135 -3.36458 4.00713  0.323
H39 -1.40477 -4.02645 5.59650  0.182
H40 -3.22615 -4.27349 5.96576  0.253
C11 -3.55166 0.81638 -4.14862  0.685
O11 -3.95143 0.04535 -5.01947  -0.816
N21 -3.46413 2.08922 -4.42707  -0.436
N22 -2.95367 0.43120 -3.08516  0.053
H41 -3.10810 2.72334 -3.72619  0.167
H42 -4.00111 2.36749 -5.23597  0.243
H43 -3.02279 -0.56650 -2.94404  0.090
H44 -2.32213 1.01814 -2.55908  0.135

Output
- HOMO: -7.99 eV
- HOMO-LUMO gap: 8.09 eV
- Charge: 0
- Lowest unoccupied orbital energy: 0.0999 eV


*ii*
A cluster of 11 separate species, C11H44N22O11 in total. Source: OMol25; level of theory: wB97M-V/def2-TZVPD.

Last column: Mulliken charge in e.
CARTESIAN COORDINATES (ANGSTROEM)
C1 1.68332 -1.44121 4.40306  0.513
O1 2.78961 -1.85906 4.76149  -0.820
N1 1.11913 -0.30146 4.89506  -0.162
N2 0.95250 -2.05332 3.42625  -0.215
H1 1.39017 -0.00104 5.85064  0.279
H2 0.10579 -0.18442 4.68851  0.157
H3 -0.06451 -1.84442 3.30491  0.109
H4 1.40363 -2.79487 3.02486  0.140
C2 -3.66560 2.74737 -2.27988  0.359
O2 -2.93240 1.90134 -1.81820  -0.495
N3 -4.79067 3.25391 -1.61039  -0.525
N4 -3.59547 3.30974 -3.47336  -0.432
H5 -5.11573 2.62333 -0.94056  0.247
H6 -5.51276 3.61465 -2.24208  0.245
H7 -3.59788 4.28873 -3.53885  0.205
H8 -2.88958 2.79735 -3.97290  0.223
C3 2.24464 2.96762 2.76994  0.624
O3 1.75967 3.16501 1.62975  -0.668
N5 1.74315 3.74510 3.78198  -0.516
N6 3.18565 2.08353 3.10849  -0.264
H9 2.19752 4.13602 4.56358  0.205
H10 1.15265 4.40442 3.32383  0.274
H11 3.34362 1.74466 4.01764  0.154
H12 3.67921 1.68907 2.37412  0.200
C4 -0.26728 -2.22928 -3.47104  0.538
O4 -1.01950 -3.01817 -2.90731  -0.616
N7 -0.63428 -1.28131 -4.44218  -0.370
N8 1.15243 -2.28175 -3.48425  -0.468
H13 -1.61465 -1.04183 -4.54848  0.256
H14 -0.01523 -0.51213 -4.55096  0.251
H15 1.59838 -2.94202 -2.87604  0.261
H16 1.66223 -1.38720 -3.61688  0.246
C5 3.31905 1.06244 -2.24882  0.373
O5 2.99980 0.95086 -3.42126  -0.697
N9 3.89624 0.02484 -1.70071  -0.265
N10 3.16883 2.20007 -1.40284  -0.378
H17 4.27859 0.10470 -0.77539  0.354
H18 4.10879 -0.68557 -2.40823  0.200
H19 3.03023 2.08398 -0.42108  0.274
H20 2.65226 2.97359 -1.82958  0.281
C6 4.38543 -0.75064 1.62513  0.627
O6 4.58525 0.27862 1.00520  -0.831
N11 4.65908 -0.89801 2.96082  -0.259
N12 4.05748 -1.89664 0.96327  -0.372
H21 4.38046 -1.63951 3.56319  0.187
H22 5.24133 -0.22052 3.39931  0.234
H23 3.86631 -2.75538 1.48554  0.273
H24 3.50407 -1.83280 0.12532  0.181
C7 -3.07138 -0.46532 3.74293  0.726
O7 -1.99615 -0.54987 4.37027  -0.704
N13 -4.10862 -1.38062 3.95798  -0.455
N14 -3.33320 0.51338 2.80772  -0.507
H25 -4.00619 -2.23892 4.45131  0.236
H26 -4.73079 -1.35914 3.15159  0.211
H27 -2.51239 0.70655 2.19360  0.194
H28 -4.22156 0.43916 2.23351  0.235
C8 -0.23406 1.82042 -4.59702  0.290
O8 -1.35336 1.82813 -5.09280  -0.722
N15 -0.11581 1.98821 -3.28138  -0.170
N16 0.85685 1.62783 -5.30758  -0.195
H29 -1.05087 1.85582 -2.87201  0.038
H30 0.64563 1.56434 -2.86606  0.193
H31 1.68328 1.91445 -4.84621  0.210
H32 0.74065 1.84973 -6.24876  0.256
C9 -0.18236 0.29121 0.66728  0.137
O9 -0.90756 -0.64132 0.84191  -0.667
N17 1.05328 0.32376 1.22196  1.025
N18 -0.63908 1.48344 0.03091  0.078
H33 1.29576 -0.48784 1.77355  -0.349
H34 1.60206 1.21505 1.48581  -0.425
H35 -0.04077 2.27914 0.00799  0.196
H36 -1.44977 1.37084 -0.59359  0.081
C10 1.10179 -3.87633 0.00789  0.430
O10 1.96356 -3.37327 0.70764  -0.546
N19 -0.16985 -3.41412 -0.11397  -0.130
N20 1.30663 -5.05219 -0.70614  -0.458
H37 -0.25709 -2.46214 0.22364  0.013
H38 -0.76170 -3.81538 -0.82849  0.294
H39 0.48816 -5.63404 -0.86364  0.197
H40 2.18277 -5.49786 -0.57607  0.238
C11 -5.18654 -0.60849 -0.26592  0.544
O11 -5.75915 -0.54816 0.83916  -0.706
N21 -3.82091 -0.52903 -0.42934  0.059
N22 -5.88680 -0.64304 -1.52319  -0.436
H41 -3.26304 -0.41526 0.38770  -0.074
H42 -3.39023 -0.47600 -1.33188  0.082
H43 -6.81035 -1.06794 -1.50928  0.267
H44 -5.24179 -0.83359 -2.32169  0.195

Output
- HOMO: -9.65 eV
- HOMO-LUMO gap: 10.15 eV
- Charge: 0
- Lowest unoccupied orbital energy: 0.4984 eV


Energies, relative to the best one, in eV: *i* 6.323; *ii* 0.000.


*i*
An isolated molecule of C3H5FN2S. Source: OMol25; level of theory: wB97M-V/def2-TZVPD.

Last column: Mulliken charge in e.
CARTESIAN COORDINATES (ANGSTROEM)
C1 0.73029 -0.57714 0.05303  0.556
C2 -0.50132 -0.80268 0.85147  -0.395
C3 -1.44059 0.06327 1.01576  -0.027
H1 -0.67922 2.10362 -1.56222  0.167
H2 1.68966 0.79329 -1.22556  0.258
H3 2.63123 -0.65968 -0.09773  0.200
H4 -0.45548 -1.97054 1.08420  0.233
H5 -2.25250 -0.03455 1.69024  0.396
N1 0.71154 0.51959 -0.87352  -0.267
N2 1.90175 -1.15134 0.33426  -0.687
F1 -1.65400 1.27754 0.54399  -0.223
S1 -0.68136 0.43863 -1.81391  -0.212

Output
- HOMO: -8.70 eV
- HOMO-LUMO gap: 8.67 eV
- Charge: 0
- Lowest unoccupied orbital energy: -0.0301 eV


*ii*
An isolated molecule of C3H5FN2S. Source: OMol25; level of theory: wB97M-V/def2-TZVPD.

Last column: Mulliken charge in e.
CARTESIAN COORDINATES (ANGSTROEM)
C1 0.44956 0.89432 -1.12452  -0.423
C2 0.37592 -0.48093 -0.53032  0.652
C3 -0.71172 0.29485 1.78216  -0.119
H1 -0.65450 1.24447 -1.06850  0.218
H2 1.06312 1.60729 -0.68813  0.328
H3 0.82157 -2.30975 -0.52184  0.173
H4 -0.08253 -1.60486 0.98905  0.215
H5 -1.00667 -0.27102 2.65570  0.304
N1 0.93506 -1.53198 -1.10223  -0.586
N2 -0.11285 -0.45953 0.82608  -0.185
F1 0.69867 0.97802 -2.55075  -0.310
S1 -1.77564 1.63912 1.33330  -0.266

Output
- HOMO: -9.04 eV
- HOMO-LUMO gap: 7.93 eV
- Charge: 0
- Lowest unoccupied orbital energy: -1.1180 eV


Energies, relative to the best one, in eV: *i* 1.255; *ii* 0.000.


*i*
An isolated molecule of C3H3ClN2. Source: OMol25; level of theory: wB97M-V/def2-TZVPD.

Last column: Mulliken charge in e.
CARTESIAN COORDINATES (ANGSTROEM)
C1 0.36505 -0.42110 -0.52401  -0.227
C2 0.44630 0.07798 0.87363  0.130
C3 -1.74060 -0.68178 0.00806  0.023
N1 -0.75157 -0.69495 -0.97152  -0.327
N2 -0.54070 -0.01250 1.65761  -0.604
Cl1 -2.56275 -2.05882 0.54849  -0.109
H1 1.16758 -0.17759 -1.10501  0.400
H2 1.44545 0.39657 1.05665  0.343
H3 -2.30958 0.16117 0.23288  0.372

Output
- HOMO (spin up / spin down): -9.00 / -9.00 eV
- HOMO-LUMO gap (spin up / spin down): 8.86 / 8.86 eV
- Charge: 0
- Lowest unoccupied orbital energy (spin up / spin down): -0.1429 / -0.1431 eV


*ii*
An isolated molecule of C3H3ClN2. Source: OMol25; level of theory: wB97M-V/def2-TZVPD.

Last column: Mulliken charge in e.
CARTESIAN COORDINATES (ANGSTROEM)
C1 0.23703 0.56301 0.17668  -0.152
C2 -0.43766 -0.41783 0.79072  0.232
C3 -1.37197 -1.22092 0.12553  0.209
H1 1.86927 1.10459 -1.26355  0.326
H2 0.29117 0.59763 -1.94179  0.267
H3 0.92781 0.87304 1.00690  0.257
N1 0.62429 1.02375 -1.08045  -0.536
N2 -2.19470 -1.93657 -0.40304  -0.401
Cl1 0.05477 -0.58670 2.58901  -0.201

Output
- HOMO: -9.29 eV
- HOMO-LUMO gap: 8.96 eV
- Charge: 0
- Lowest unoccupied orbital energy: -0.3325 eV


Energies, relative to the best one, in eV: *i* 0.519; *ii* 0.000.


*i*
A cluster of 2 separate species, C4H12O2S in total. Source: OMol25; level of theory: wB97M-V/def2-TZVPD.

Last column: Mulliken charge in e.
CARTESIAN COORDINATES (ANGSTROEM)
C1 -2.04998 -0.64260 0.93942  -0.876
O1 -2.28238 -1.93929 0.41247  -0.500
C2 -1.44048 0.44958 0.09668  -0.385
C3 0.05018 0.39806 -0.16419  -0.337
C4 0.39569 1.68557 -0.83448  -1.103
S1 2.28761 1.96521 -0.74151  -0.235
H1 -3.01155 -0.32676 1.23598  0.429
H2 -1.48357 -0.84146 1.89910  0.294
H3 -3.14240 -1.82988 -0.08159  0.319
H4 -1.75114 1.47234 0.47085  0.363
H5 -1.93847 0.34857 -0.87274  0.225
H6 0.32896 -0.46766 -0.68494  0.459
H7 0.57432 0.26915 0.79616  0.311
H8 0.06648 1.56893 -1.81417  0.441
H9 -0.04287 2.49578 -0.30164  0.468
H10 2.23834 0.90536 -1.71117  0.132
H11 1.39411 -3.63280 0.39172  0.322
H12 1.03396 -2.19488 1.02583  0.312
O2 0.70734 -3.12992 0.99831  -0.637

Output
- HOMO: -9.15 eV
- HOMO-LUMO gap: 9.84 eV
- Charge: 0
- Lowest unoccupied orbital energy: 0.6812 eV


*ii*
A cluster of 2 separate species, C4H12O2S in total. Source: OMol25; level of theory: wB97M-V/def2-TZVPD.

Last column: Mulliken charge in e.
CARTESIAN COORDINATES (ANGSTROEM)
C1 -1.59357 -1.27906 0.01951  -0.533
O1 -1.27086 -2.57769 0.43916  -0.518
C2 -1.01686 -0.77535 -1.29634  -0.389
C3 0.46964 -0.93538 -1.48475  -0.278
C4 1.38787 0.28103 -1.88925  -0.818
S1 3.04571 -0.18029 -2.83353  -0.237
H1 -2.69377 -1.32556 -0.14847  0.346
H2 -1.22540 -0.66537 0.84130  0.309
H3 -1.88521 -2.89237 1.06954  0.306
H4 -1.26733 0.33621 -1.57204  0.284
H5 -1.46634 -1.46562 -2.10125  0.206
H6 0.84286 -1.67919 -2.25880  0.309
H7 0.84919 -1.19618 -0.47252  0.160
H8 1.04361 0.98313 -2.71143  0.334
H9 1.71541 1.02432 -1.13662  0.394
H10 4.01356 -0.14344 -1.85209  0.125
H11 -1.05694 3.86892 5.74007  0.328
H12 0.38303 4.25938 5.45187  0.324
O2 -0.27460 4.36250 6.19565  -0.653

Output
- HOMO: -9.10 eV
- HOMO-LUMO gap: 9.77 eV
- Charge: 0
- Lowest unoccupied orbital energy: 0.6661 eV


Energies, relative to the best one, in eV: *i* 0.000; *ii* 0.448.